{
  "formula": "C23H42MoN2O3P2",
  "method": "wB97M-V/def2-TZVPD",
  "gap_ev": [4.649, 4.563],
  "energy_ha": -1986.88925,
  "total_charge": 2,
  "multiplicity": 3,
  "max_force_ha_per_bohr": 0.066,
  "s2": 2.05,
  "relative_energy_ev": 0.000,
  "elements": ["Mo", "P", "P", "O", "O", "O", "N", "N", "C", "C", "C", "C", "C", "C", "C", "C", "C", "C", "C", "C", "C", "C", "C", "C", "C", "C", "C", "C", "C", "C", "C", "H", "H", "H", "H", "H", "H", "H", "H", "H", "H", "H", "H", "H", "H", "H", "H", "H", "H", "H", "H", "H", "H", "H", "H", "H", "H", "H", "H", "H", "H", "H", "H", "H", "H", "H", "H", "H", "H", "H", "H", "H", "H"],
  "coordinates": [[-1.82461, 0.77799, -0.00961], [1.58636, -3.18017, -0.57320], [-0.48982, -1.93218, -3.65015], [0.32831, 3.16148, -0.87519], [0.76149, 5.62704, 2.87908], [-1.22842, 1.24441, 2.95183], [0.61478, 4.25544, 1.09232], [-0.67245, 2.28346, 1.01674], [1.59609, -4.43790, 0.73088], [0.86929, -3.27490, -3.49574], [-2.00045, -2.95597, -3.44941], [2.01666, -0.66346, 0.06841], [-0.40649, -1.19053, 0.73516], [-3.75793, 1.60176, 0.06962], [1.81195, 2.64364, 4.16343], [0.09871, 3.20200, 0.33669], [3.33019, -2.86438, -1.01698], [-1.76272, 4.21699, 3.65027], [-0.77151, 2.26219, 2.40102], [-0.94490, -1.45579, -0.74394], [1.01461, -4.09474, -2.15131], [-0.46402, -1.51372, -5.41987], [0.36234, 4.56591, 2.40860], [-0.22831, -0.09511, -2.84182], [1.83259, -0.35764, -1.36069], [0.43029, 3.15615, 4.48570], [1.15260, -1.62492, 0.71071], [-2.58868, 3.44473, 4.64575], [-1.35260, -0.44316, -1.80850], [-0.41792, 3.53119, 3.23221], [0.88278, 0.65481, -2.00702], [1.78293, -4.88163, -2.33034], [-1.21625, -0.72949, -5.58432], [0.53604, 1.52114, -1.33061], [1.56044, 1.20514, -2.69729], [0.62344, -4.94822, 0.76238], [-0.55263, -0.17723, 1.31325], [-0.14912, 2.41169, 5.04855], [3.75096, -2.19029, -0.26567], [-0.99379, -1.94364, 1.30312], [0.63200, -3.99378, -4.32168], [-2.16076, -3.66610, -4.27983], [1.76393, -3.91060, 1.67842], [3.93894, -3.77098, -1.02473], [-1.54481, 5.22314, 4.04305], [0.53589, -1.13676, -5.68399], [1.76185, 1.80208, 3.47505], [-3.52145, 2.63554, -0.24904], [3.46293, -2.39291, -2.00193], [-2.32379, 4.36401, 2.71429], [1.10906, 4.97285, 0.56721], [-2.87311, -2.29747, -3.45617], [-0.69611, -2.37150, -6.07760], [-2.15221, 3.49629, 5.64038], [-4.40453, 1.08395, -0.65348], [2.86497, -0.21495, 0.60079], [-0.60108, 0.53075, -3.66782], [-2.02126, -3.56019, -2.53078], [1.51366, -2.14452, 1.62660], [-2.64653, 2.40074, 4.35014], [0.06863, -4.62297, -1.91573], [0.50852, 4.05869, 5.11310], [2.39339, -5.18227, 0.60587], [-4.16141, 1.59864, 1.09960], [2.28612, 2.30742, 5.08333], [-0.05955, -1.97816, -1.18519], [1.82446, -2.77851, -3.77302], [1.56183, -1.30608, -1.87353], [2.46349, 3.41258, 3.74519], [-2.31786, -0.72923, -2.26175], [-1.60058, -2.36343, -0.71772], [2.85701, -0.16087, -1.74246], [-3.58189, 3.88252, 4.67936]],
  "atomic_forces_ev_per_a": [[0.51, 1.53, 0.04], [0.00, -0.95, -1.27], [2.97, -0.88, -1.44], [-0.71, 0.01, 1.46], [-0.68, -1.89, -0.81], [0.60, 1.30, -1.47], [-0.11, -0.52, -1.08], [-0.67, -1.56, -1.38], [0.17, -0.48, -0.02], [0.04, 0.27, 0.47], [-0.75, 0.42, 0.55], [-0.93, 0.24, 1.89], [-0.51, -1.11, -0.05], [0.77, -0.82, 0.18], [0.22, -0.05, 0.14], [0.72, 1.76, -0.16], [0.43, 0.10, 0.09], [0.21, 0.30, -0.66], [-0.39, -0.47, 1.81], [-0.70, -1.14, -0.61], [-0.10, -0.23, -0.28], [-0.05, -0.16, -0.14], [0.26, 1.30, 1.51], [-2.73, -0.42, 1.82], [1.62, -0.26, 0.03], [-0.71, 0.32, -0.03], [1.02, 2.38, -0.51], [0.05, -0.13, 0.03], [-0.71, 1.81, 1.38], [0.36, -0.08, -0.11], [1.01, -0.17, -1.28], [-0.51, 0.41, 0.03], [0.25, -0.15, -0.11], [-0.26, -1.69, -1.11], [-0.79, -0.21, 0.09], [0.24, 0.12, 0.08], [0.83, -1.69, -0.57], [0.22, 0.16, -0.15], [0.06, -0.18, -0.19], [0.47, 0.73, 0.20], [0.07, 0.57, 0.64], [0.68, 0.49, 0.04], [-0.05, -0.52, -0.22], [-0.34, -0.19, 0.11], [0.20, -0.37, -0.25], [-0.35, 0.03, 0.12], [0.12, -0.19, -0.11], [-0.12, -0.22, -0.09], [-0.29, -0.17, 0.38], [-0.09, 0.09, 0.20], [-0.04, -0.19, 0.01], [-0.03, -0.18, 0.05], [0.06, 0.32, 0.47], [-0.05, -0.01, 0.07], [-0.08, 0.30, 0.22], [-0.22, -0.59, -0.29], [0.02, -0.29, 0.30], [0.17, 0.42, -0.18], [-0.48, 1.30, -0.33], [-0.27, -0.09, 0.14], [0.43, 0.25, -0.14], [-0.15, -0.25, -0.27], [-0.28, 0.13, -0.07], [0.08, -0.05, -0.51], [0.08, -0.13, -0.03], [0.33, 0.15, 0.11], [-0.50, -0.28, 0.20], [0.12, -0.13, 0.27], [-0.11, 0.03, -0.10], [0.23, 0.48, 0.26], [-0.20, 1.21, 0.33], [-0.54, 0.26, 0.17], [-0.13, -0.08, 0.13]]
}

---

{
  "formula": "CH3NO2",
  "method": "wB97M-V/def2-TZVPD",
  "gap_ev": 10.109,
  "energy_ha": -245.03972,
  "smiles": "N#CO.O",
  "max_force_ha_per_bohr": 0.083,
  "relative_energy_ev": 3.794,
  "elements": ["O", "O", "N", "C", "H", "H", "H"],
  "coordinates": [[-0.42123, 1.35058, 0.45441], [0.16222, -1.33380, -1.25999], [0.74534, -0.71864, 0.95518], [0.35239, -0.68702, -0.15698], [0.20628, -0.75231, -2.03117], [0.19790, 0.59116, 1.11745], [-1.24290, 1.55003, 0.92109]],
  "atomic_forces_ev_per_a": [[1.23, -1.08, 1.96], [-0.62, 1.04, -0.58], [-0.24, 0.08, -1.53], [1.98, -3.22, 2.01], [-0.10, 0.08, -0.11], [-2.31, 3.03, -1.63], [0.05, 0.07, -0.13]]
}

---

{
  "formula": "C11H21ClNO5S",
  "method": "wB97M-V/def2-TZVPD",
  "gap_ev": 4.855,
  "energy_ha": -1720.98749,
  "total_charge": -1,
  "max_force_ha_per_bohr": 0.075,
  "elements": ["Cl", "S", "O", "O", "O", "O", "O", "N", "C", "C", "C", "C", "C", "C", "C", "C", "C", "C", "C", "H", "H", "H", "H", "H", "H", "H", "H", "H", "H", "H", "H", "H", "H", "H", "H", "H", "H", "H", "H", "H"],
  "coordinates": [[3.75693, 0.69370, -1.40768], [-1.23983, -3.71135, -1.04634], [0.06221, -4.11948, -0.59060], [-1.47633, -2.40838, -1.60511], [-2.31465, -3.97336, 0.13215], [0.18551, 5.39674, 0.10363], [-0.00616, 2.15656, 2.04031], [1.40619, 3.48318, 0.58953], [-2.38855, -1.93494, 1.46763], [2.44043, 1.23688, -0.18678], [-2.05586, -3.41471, 1.42189], [-1.85166, -4.92822, -2.17657], [0.86137, 0.26710, -2.15030], [2.32260, 2.81382, -0.37562], [-0.92821, 3.45046, -0.82061], [2.21806, 2.65655, 2.91983], [0.26020, 4.14418, -0.03424], [1.08280, 2.73107, 1.77444], [1.13281, 0.40471, -0.57920], [0.18123, 0.75730, -0.07254], [3.06718, 1.95007, 2.65255], [1.05142, -0.80934, -2.48520], [-0.83441, 3.68748, -1.93907], [-2.90024, -4.72000, -2.38550], [-1.01983, -3.59624, 1.72171], [-2.69485, -3.94841, 2.12942], [2.85304, 0.88754, 0.81992], [-0.26991, 0.43090, -2.29784], [-3.39707, -1.75304, 1.08878], [-1.91136, 3.95156, -0.49735], [1.31318, -0.66541, -0.19002], [1.37213, 1.04161, -2.79913], [-1.05874, 2.34466, -0.61489], [2.65021, 3.69389, 3.08543], [-1.70074, -1.35857, 0.84515], [-2.31784, -1.55595, 2.48911], [3.37466, 3.21291, -0.10838], [1.77331, 2.27594, 3.90698], [-1.73187, -5.91504, -1.73179], [-1.26734, -4.85641, -3.09370]],
  "atomic_forces_ev_per_a": [[-0.25, 0.17, 0.79], [-0.36, 0.05, 0.13], [-0.48, 0.40, -0.11], [0.36, -0.62, 0.31], [0.31, -0.36, -0.83], [0.19, -3.79, -0.52], [2.15, 1.74, -0.98], [-2.08, -1.55, 1.32], [0.14, 0.19, -0.25], [-1.12, 0.75, -0.23], [0.09, 0.65, 0.84], [-0.14, -0.12, 0.06], [-1.40, -0.03, 0.23], [1.94, -0.79, 0.70], [-0.38, 0.24, -0.07], [0.02, 0.03, -0.26], [-0.75, 3.02, 0.29], [-0.60, -0.57, 1.22], [0.53, -1.10, -0.11], [1.48, -0.05, -0.37], [-1.01, 0.92, 0.13], [0.03, 1.64, 0.27], [0.09, -0.60, 1.61], [0.09, 0.03, 0.04], [-0.02, -0.04, -0.21], [-0.01, -0.20, -0.31], [-0.47, 0.13, -1.29], [1.57, -0.28, 0.08], [0.03, -0.08, 0.10], [1.61, -0.54, -0.26], [-0.33, 1.48, -0.47], [-0.34, -1.04, 0.97], [0.53, 1.35, -0.42], [-0.47, -1.27, -0.30], [-0.03, -0.02, 0.10], [0.01, -0.07, -0.04], [-1.34, -0.46, -0.65], [0.36, 0.58, -1.65], [0.00, 0.10, 0.01], [0.04, 0.12, 0.13]]
}

---

{
  "formula": "C14H26N3O6P",
  "method": "wB97M-V/def2-TZVPD",
  "gap_ev": 9.150,
  "energy_ha": -1506.08343,
  "max_force_ha_per_bohr": 0.322,
  "elements": ["P", "O", "O", "O", "O", "O", "O", "N", "N", "N", "C", "C", "C", "C", "C", "C", "C", "C", "C", "C", "C", "C", "C", "C", "H", "H", "H", "H", "H", "H", "H", "H", "H", "H", "H", "H", "H", "H", "H", "H", "H", "H", "H", "H", "H", "H", "H", "H", "H", "H"],
  "coordinates": [[-2.45593, -1.59750, -1.13223], [2.84514, 2.69156, 0.04469], [-3.24748, -1.61788, 0.08484], [0.90139, 2.25672, 3.82711], [-3.15250, -2.90771, -1.21455], [4.80805, 1.63446, 0.35931], [2.25261, -1.04297, 0.84503], [-1.60522, 0.41530, -3.14107], [1.87909, 0.21589, -1.00510], [-0.20081, 0.57775, 2.74939], [-0.86719, -0.72100, 2.75171], [-3.78689, -0.71506, -3.42446], [-0.75054, 0.63533, 0.32491], [-2.76515, -0.19513, -2.40666], [3.27817, 0.57756, -1.16347], [3.70741, 1.67831, -0.15773], [-0.22211, 1.39891, 1.52326], [3.50224, 1.00656, -2.63542], [-0.59797, -1.63381, -0.95012], [0.92643, 0.19730, 4.96928], [1.44584, -0.52889, 0.08635], [-0.42019, -1.60022, 1.57175], [0.47906, 1.08929, 3.83870], [-0.08072, -0.78144, 0.25890], [3.33899, 0.19235, -3.33976], [-0.63367, -1.28045, 3.67207], [3.28170, 3.25301, 0.69417], [-1.21487, -0.18596, -3.86621], [-0.26260, -2.68185, -0.82482], [1.51982, -0.69658, 4.62373], [-0.53423, 1.17630, -0.57773], [3.93790, -0.29976, -1.01966], [-1.83832, 0.55085, 0.36796], [-1.16220, -2.37006, 1.36451], [-1.91937, -0.58053, 2.72077], [0.08492, -0.22878, 5.52933], [-3.50127, -2.56462, -0.32480], [-1.86508, 1.34606, -3.52930], [0.77533, 1.80487, 1.30346], [-3.20716, 0.59317, -1.82708], [-0.86019, 2.26877, 1.70054], [-0.16861, -1.25244, -1.88653], [-4.03668, 0.05721, -4.16968], [1.45271, 0.80146, 5.68767], [-4.71258, -1.06123, -2.92619], [2.79823, 1.82892, -2.91047], [4.53494, 1.35698, -2.81789], [0.44975, -2.17097, 1.92062], [1.21491, 0.68214, -1.60302], [-3.34512, -1.57219, -3.96604]],
  "atomic_forces_ev_per_a": [[4.80, 2.59, -3.14], [-0.10, -0.73, -0.39], [-1.47, 11.46, 11.83], [-0.78, -1.10, -0.23], [1.42, -10.14, -11.92], [-1.23, 0.29, -0.41], [-0.25, 0.56, -0.34], [-0.13, 0.17, 1.03], [-0.39, -0.52, 0.71], [0.71, 0.07, 0.66], [0.99, -0.41, -0.21], [-0.41, -0.52, 0.06], [0.08, -1.20, 0.44], [0.14, -0.62, -1.32], [-0.07, 0.03, -0.59], [1.77, -0.85, -0.13], [-0.32, 0.44, 0.50], [-0.10, 1.10, 0.04], [-0.21, 0.05, -0.01], [-0.72, -1.51, 0.08], [0.56, -0.82, 0.00], [0.96, 0.31, -0.09], [1.16, 1.10, -1.04], [-0.80, 0.05, 0.06], [-0.16, -0.22, 0.27], [-0.11, 0.52, -0.28], [0.04, 0.32, 0.29], [-0.44, 0.24, 0.14], [-0.29, 0.46, -0.05], [-0.38, 1.09, 0.19], [0.12, 0.39, -0.41], [-0.51, 0.54, 0.52], [-0.02, -0.20, 0.17], [-0.27, 0.31, -0.09], [-1.13, 0.18, -0.04], [-0.07, 0.03, -0.18], [-2.91, -2.45, 2.33], [0.20, -1.28, 0.37], [-0.12, -0.29, 0.31], [-0.19, 0.41, 0.46], [0.06, 0.09, -0.04], [-0.18, -0.14, 0.15], [0.07, -0.17, 0.39], [0.48, 0.17, -0.06], [0.39, 0.10, -0.33], [0.55, -0.46, 0.18], [-0.49, -0.06, 0.33], [0.16, 0.35, -0.47], [-0.08, -0.03, 0.10], [-0.31, 0.30, 0.19]]
}